{
  "formula": "C50H63NO6",
  "method": "wB97M-V/def2-TZVPD",
  "elements": ["C", "O", "C", "C", "C", "C", "N", "C", "C", "O", "C", "O", "O", "C", "C", "C", "C", "O", "C", "C", "O", "H", "H", "H", "H", "H", "H", "H", "H", "H", "H", "H", "H", "H", "H", "H", "H", "H", "H", "H", "H", "H", "H", "H", "H", "H", "H", "H", "C", "C", "C", "C", "C", "C", "H", "H", "H", "H", "H", "H", "C", "C", "C", "C", "C", "C", "H", "H", "H", "H", "H", "H", "C", "C", "C", "C", "C", "C", "H", "H", "H", "H", "H", "H", "C", "C", "C", "C", "C", "C", "H", "H", "H", "H", "H", "H", "C", "C", "C", "C", "C", "C", "H", "H", "H", "H", "H", "H", "C", "C", "C", "C", "C", "C", "H", "H", "H", "H", "H", "H"],
  "positions_angstrom": [[0.163, -1.954, 0.139], [1.457, -1.460, 0.634], [2.073, -0.485, -0.279], [1.618, 1.090, 0.054], [0.224, 1.336, -0.773], [-0.363, 2.893, -0.640], [-1.397, 3.037, -1.735], [-1.133, 4.212, -2.648], [0.309, 4.090, -3.485], [0.057, 3.560, -4.866], [-2.813, 3.005, -1.204], [-3.389, 1.777, -1.100], [-3.607, 4.151, -0.738], [-4.523, 4.660, -1.771], [-5.822, 3.709, -2.082], [-6.997, 3.875, -0.944], [-7.870, 2.468, -0.721], [-8.918, 2.306, -1.752], [-9.911, 1.288, -1.371], [-10.470, 0.173, -2.479], [-10.475, 1.190, -0.140], [-0.001, -3.109, 0.240], [-0.083, -1.664, -0.973], [-0.680, -1.425, 0.799], [1.789, -0.641, -1.420], [3.260, -0.595, -0.242], [1.486, 1.128, 1.239], [2.515, 1.773, -0.282], [0.490, 1.202, -1.924], [-0.666, 0.640, -0.470], [-0.849, 3.098, 0.425], [0.522, 3.683, -0.730], [-1.968, 4.167, -3.499], [-1.225, 5.266, -2.095], [0.827, 5.150, -3.504], [1.063, 3.342, -2.995], [0.697, 2.776, -4.972], [-3.931, 4.778, -2.774], [-4.903, 5.725, -1.459], [-5.575, 2.579, -2.279], [-6.292, 4.115, -3.102], [-6.459, 4.077, 0.080], [-7.731, 4.768, -1.147], [-8.316, 2.566, 0.377], [-7.135, 1.534, -0.704], [-10.204, 0.453, -3.586], [-11.659, 0.189, -2.386], [-10.160, -0.940, -2.191], [-1.434, -0.258, 5.622], [-0.674, -0.857, 4.619], [-0.295, -0.122, 3.496], [-0.679, 1.214, 3.375], [-1.447, 1.811, 4.374], [-1.823, 1.076, 5.499], [-1.723, -0.829, 6.500], [-0.376, -1.899, 4.711], [0.300, -0.589, 2.716], [-0.382, 1.788, 2.502], [-1.752, 2.850, 4.278], [-2.420, 1.543, 6.279], [-5.830, 4.554, 9.311], [-6.606, 4.570, 8.152], [-6.337, 3.670, 7.120], [-5.290, 2.757, 7.246], [-4.509, 2.748, 8.401], [-4.780, 3.645, 9.434], [-6.044, 5.251, 10.117], [-7.420, 5.283, 8.053], [-6.944, 3.681, 6.219], [-5.083, 2.055, 6.444], [-3.689, 2.040, 8.497], [-4.172, 3.636, 10.336], [7.401, -1.546, -2.484], [6.759, -1.944, -3.657], [5.498, -2.536, -3.596], [4.879, -2.734, -2.361], [5.525, -2.345, -1.188], [6.785, -1.750, -1.249], [8.381, -1.079, -2.533], [7.242, -1.792, -4.619], [4.996, -2.843, -4.510], [3.896, -3.193, -2.313], [5.046, -2.505, -0.225], [7.287, -1.444, -0.335], [5.637, 0.656, -6.149], [4.991, 0.890, -4.936], [3.992, 1.859, -4.853], [3.642, 2.598, -5.983], [4.295, 2.371, -7.194], [5.291, 1.399, -7.278], [6.411, -0.104, -6.215], [5.265, 0.316, -4.054], [3.486, 2.039, -3.908], [2.861, 3.352, -5.919], [4.026, 2.951, -8.074], [5.798, 1.220, -8.222], [7.285, -4.837, 3.558], [6.117, -5.419, 3.066], [5.875, -5.445, 1.692], [6.800, -4.885, 0.811], [7.963, -4.295, 1.304], [8.207, -4.272, 2.677], [7.476, -4.823, 4.628], [5.395, -5.853, 3.753], [4.967, -5.902, 1.309], [6.613, -4.907, -0.259], [8.681, -3.853, 0.617], [9.115, -3.814, 3.061], [0.572, -8.008, -1.757], [1.689, -7.233, -2.071], [2.161, -6.287, -1.161], [1.513, -6.113, 0.062], [0.391, -6.882, 0.372], [-0.078, -7.830, -0.536], [0.209, -8.749, -2.464], [2.192, -7.367, -3.026], [3.033, -5.686, -1.405], [1.882, -5.379, 0.772], [-0.117, -6.742, 1.323], [-0.951, -8.430, -0.293]],
  "lowdin_charge": [-0.122, -0.254, -0.220, -0.155, -0.169, -0.172, -0.110, -0.149, -0.186, -0.146, -0.253, -0.005, -0.095, -0.183, -0.171, -0.156, -0.180, -0.107, -0.270, -0.031, -0.055, 0.093, 0.101, 0.098, 0.121, 0.122, 0.114, 0.117, 0.119, 0.112, 0.135, 0.136, 0.135, 0.141, 0.129, 0.104, 0.095, 0.113, 0.146, 0.115, 0.128, 0.121, 0.125, 0.135, 0.148, 0.083, 0.099, 0.104, -0.093, -0.088, -0.089, -0.089, -0.088, -0.093, 0.100, 0.102, 0.075, 0.075, 0.102, 0.081, -0.098, -0.098, -0.095, -0.099, -0.102, -0.097, 0.099, 0.100, 0.101, 0.096, 0.094, 0.100, -0.089, -0.116, -0.099, -0.092, -0.115, -0.094, 0.103, 0.095, 0.105, 0.096, 0.102, 0.103, -0.088, -0.086, -0.094, -0.099, -0.093, -0.092, 0.090, 0.086, 0.090, 0.091, 0.102, 0.101, -0.098, -0.095, -0.092, -0.104, -0.100, -0.097, 0.099, 0.100, 0.094, 0.097, 0.099, 0.099, -0.097, -0.096, -0.098, -0.104, -0.098, -0.096, 0.100, 0.100, 0.089, 0.098, 0.101, 0.100],
  "homo_lumo_gap_ev": 9.67,
  "lumo_ev": 0.40,
  "smiles": "COCCCCN(CCO)C(=O)OCCCCOC(C)=O.c1ccccc1.c1ccccc1.c1ccccc1.c1ccccc1.c1ccccc1.c1ccccc1",
  "homo_ev": -9.27
}